1.
Formula: C21H60N3O20P2S3Zr
Source: the Open Molecules 2025 dataset
Level of theory: wB97M-V/def2-TZVPD

Energy above the lowest of the compared OMol25 structures with the same formula, charge and spin (kJ/mol): 0.0
HOMO-LUMO gap (eV): 4.8206
Highest occupied orbital energy (eV): -8.72
LUMO level (eV): -3.90

```
! RIJCOSX wB97M-V def2-TZVPD def2/J DEFGRID3
* xyz 1 1
Zr -10.293 -12.497 29.424
S -12.310 -15.622 29.957
S -10.859 -12.579 25.842
S -8.025 -8.991 33.491
P -11.920 -10.939 30.555
P -8.018 -13.556 29.041
O -9.413 -14.097 28.436
O -14.009 -9.258 27.425
O -8.201 -10.476 34.068
O -12.441 -16.343 28.516
O -8.423 -12.175 28.431
O -12.921 -9.964 31.160
O -10.827 -12.338 27.280
O -13.638 -15.567 30.543
O -8.459 -8.074 34.532
O -10.645 -10.530 29.825
O -12.319 -11.945 29.407
O -6.743 -14.244 28.697
O -11.489 -14.445 29.864
O -8.642 -13.224 30.425
O -10.668 -11.134 25.027
O -11.137 -12.037 31.273
O -6.706 -8.919 32.929
O -15.365 -9.342 35.838
O -11.954 -13.303 25.268
O -17.257 -12.211 28.816
N -13.798 -8.907 33.499
N -13.134 -7.639 29.433
N -15.328 -11.086 30.108
C -15.607 -12.523 30.517
C -11.085 -9.559 23.287
C -10.818 -7.620 28.553
C -7.930 -12.814 33.957
C -11.387 -16.871 30.906
C -13.432 -9.931 34.560
C -11.689 -16.943 26.343
C -14.323 -10.474 26.800
C -13.953 -9.535 35.941
C -17.040 -12.821 30.096
C -11.935 -10.202 34.607
C -12.626 -9.025 27.429
C -11.398 -16.100 27.571
C -15.259 -12.766 31.958
C -11.345 -11.011 23.782
C -9.243 -8.990 32.154
C -15.932 -9.649 37.123
C -18.594 -11.775 28.582
C -9.245 -13.380 25.356
C -12.287 -7.762 28.177
C -8.302 -11.601 33.157
H -11.224 -9.516 22.207
H -11.355 -9.336 34.932
H -8.541 -12.909 26.041
H -15.364 -13.829 32.179
H -10.877 -16.785 25.632
H -14.950 -13.102 29.867
H -11.103 -11.728 22.999
H -15.837 -12.160 32.658
H -15.735 -10.674 37.446
H -11.311 -15.050 27.302
H -13.410 -9.174 32.568
H -8.908 -9.539 31.277
H -14.181 -12.621 32.074
H -15.790 -10.399 30.706
H -18.774 -11.562 27.529
H -12.420 -11.050 23.961
H -9.331 -11.675 32.804
H -10.317 -7.659 27.581
H -11.762 -10.888 35.439
H -13.702 -10.392 36.567
H -13.911 -10.594 25.790
H -14.107 -7.593 29.127
H -17.024 -9.718 37.134
H -7.595 -11.430 32.345
H -14.812 -8.903 33.375
H -15.376 -10.698 26.617
H -13.530 -7.973 33.806
H -8.294 -12.783 34.984
H -14.321 -10.884 30.180
H -12.219 -9.886 27.960
H -13.918 -11.345 27.333
H -10.075 -9.193 23.459
H -9.391 -7.945 31.884
H -9.039 -13.315 24.290
H -13.955 -10.857 34.324
H -13.461 -8.651 36.357
H -15.682 -8.828 37.792
H -10.529 -17.095 30.269
H -15.786 -10.902 29.208
H -10.524 -6.790 29.190
H -11.933 -17.802 31.036
H -8.305 -13.677 33.402
H -6.857 -12.988 34.046
H -9.376 -14.445 25.541
H -12.099 -9.071 26.468
H -10.376 -8.532 28.970
H -18.885 -10.854 29.092
H -17.869 -12.652 30.790
H -11.772 -18.009 26.554
H -17.195 -13.871 29.822
H -12.614 -16.651 25.842
H -11.831 -8.926 23.764
H -10.115 -9.452 32.613
H -10.429 -16.452 27.930
H -11.619 -10.701 33.692
H -12.947 -6.798 29.976
H -11.067 -16.463 31.860
H -12.516 -6.829 27.657
H -19.329 -12.551 28.806
H -13.012 -8.469 30.044
*
```

Mulliken population analysis, charges in e, atoms 1 to 2: number 1, Zr, carries 0.73; number 2, S, carries 0.85


2.
Formula: C8H12
Source: the Open Molecules 2025 dataset
Level of theory: wB97M-V/def2-TZVPD

Energy above the lowest of the compared OMol25 structures with the same formula, charge and spin (kJ/mol): 271.0
HOMO-LUMO gap (eV): 8.5365
SMILES string: C=C/C(=C\C)C(=C)C
Highest occupied orbital energy (eV): -7.92
LUMO level (eV): 0.62

```
! RIJCOSX wB97M-V def2-TZVPD def2/J DEFGRID3
* xyz 0 1
C -1.385 -0.439 0.100
C 0.229 1.276 -0.494
C 1.333 2.004 -0.633
C -2.077 0.485 1.100
C 2.516 -0.870 0.159
C -2.040 -1.444 -0.620
C 1.097 -1.076 -0.063
C 0.083 -0.114 -0.021
H 2.956 -1.715 0.760
H -2.699 1.260 0.562
H 2.966 -0.956 -0.816
H -1.554 -2.166 -1.341
H 0.694 -2.116 0.065
H -0.659 1.713 -0.934
H 2.247 1.567 -1.008
H 1.264 3.107 -0.540
H -1.573 0.980 1.932
H 2.702 0.045 0.661
H -2.898 -0.129 1.620
H -3.202 -1.413 -0.489
*
```

natural (NBO) population analysis, charges in e, atoms 1 to 2: number 1, C, carries 0.01; number 2, C, carries -0.21


3.
Formula: C6H10N
Source: the Open Molecules 2025 dataset
Level of theory: wB97M-V/def2-TZVPD

Energy above the lowest of the compared OMol25 structures with the same formula, charge and spin (kJ/mol): 34.5
HOMO-LUMO gap (eV): 9.9098
SMILES string: CC1=CC(C)=[NH+]C1
Highest occupied orbital energy (eV): -14.58
LUMO level (eV): -4.67

```
! RIJCOSX wB97M-V def2-TZVPD def2/J DEFGRID3
* xyz 1 1
N 1.396 -0.521 -0.310
C -0.466 0.517 0.513
C -1.041 -0.023 -0.616
C 0.932 0.123 0.774
C 0.275 -0.684 -1.267
C -2.366 0.023 -1.220
C 1.752 0.267 1.979
H 0.341 -0.068 -2.292
H -2.752 0.899 -0.928
H 2.373 -0.451 -0.499
H 0.022 -1.621 -1.614
H -0.861 1.126 1.345
H -2.927 -0.645 -0.653
H -2.302 -0.014 -2.217
H 1.924 1.382 2.096
H 1.087 0.096 2.768
H 2.613 -0.407 2.141
*
```

natural (NBO) population analysis, charges in e, atoms 1 to 2: number 1, N, carries -0.49; number 2, C, carries -0.34


4.
Formula: C21H48N2O3PS
Source: the Open Molecules 2025 dataset
Level of theory: wB97M-V/def2-TZVPD

HOMO-LUMO gap (eV): 5.4550
Highest occupied orbital energy (eV): -3.17
LUMO level (eV): 2.29

```
! RIJCOSX wB97M-V def2-TZVPD def2/J DEFGRID3
* xyz -1 1
S -2.969 -0.351 -7.172
P -2.232 -0.160 -5.361
O 1.851 -2.142 -5.912
O -2.585 -1.527 -4.485
O -2.858 1.245 -4.681
N 0.285 -0.980 -4.637
N 1.372 1.808 -4.981
C -1.645 1.320 7.408
C 4.368 -5.133 -3.913
C -2.954 0.469 3.978
C -1.491 2.188 6.160
C 3.108 -4.634 -1.716
C -0.020 2.662 0.751
C -2.477 1.586 -0.871
C -3.648 1.356 5.004
C 4.492 -3.681 -4.362
C 4.434 -6.326 -0.341
C -2.448 1.991 8.518
C 1.020 -1.652 -5.293
C 3.139 -5.395 -3.043
C -0.445 3.112 -0.648
C -1.943 3.012 -0.934
C -0.068 1.500 -4.930
C -0.698 3.397 1.907
C -0.390 0.076 -5.527
C -2.799 2.546 5.451
C 4.305 -4.876 -0.797
C -0.391 4.890 1.936
H -2.491 1.345 9.397
H 5.279 -6.434 0.343
H -2.680 1.044 3.090
H 5.231 -4.561 -1.284
H 4.193 -4.243 0.088
H -2.050 0.012 4.385
H -0.208 1.589 0.860
H 2.240 -5.134 -3.610
H 1.563 2.754 -5.286
H -2.369 1.157 0.129
H -1.984 2.934 8.817
H 4.618 -3.006 -3.513
H 0.098 2.511 -1.384
H -4.572 1.741 4.561
H 3.532 -6.650 0.185
H 5.361 -3.560 -5.012
H 4.302 -5.767 -4.802
H -3.474 2.194 8.208
H -0.369 1.482 -3.848
H -0.125 4.146 -0.811
H -3.213 1.734 -5.443
H -1.951 0.945 -1.582
H 1.065 2.785 0.839
H -0.825 1.678 5.458
H -1.781 3.245 1.875
H -3.950 0.755 5.867
H 3.069 -6.470 -2.847
H -0.866 5.357 2.803
H 1.902 1.115 -5.500
H -0.658 2.239 -5.506
H -0.647 1.089 7.793
H 0.685 5.065 2.009
H -2.130 3.407 -1.937
H 5.281 -5.436 -3.389
H -0.353 2.954 2.847
H -1.985 -1.577 -3.719
H 4.603 -7.000 -1.182
H -2.510 3.647 -0.245
H -3.539 1.570 -1.125
H -0.763 5.396 1.044
H 2.190 -4.907 -1.183
H -3.405 3.182 6.105
H -3.619 -0.337 3.664
H 3.608 -3.371 -4.921
H -2.559 3.159 4.576
H -2.104 0.360 7.154
H -0.982 3.118 6.435
H 3.029 -3.561 -1.914
*
```

Mulliken population analysis, charges in e, atoms 1 to 2: number 1, S, carries -0.55; number 2, P, carries 0.61


5.
Formula: C2H2Br2N2S
Source: the Open Molecules 2025 dataset
Level of theory: wB97M-V/def2-TZVPD

Energy above the lowest of the compared OMol25 structures with the same formula, charge and spin (kJ/mol): 193.5
HOMO-LUMO gap (spin up / spin down) (eV): 4.7686 / 4.7702
Highest occupied orbital energy (spin up / spin down) (eV): -7.57 / -7.57
LUMO level (spin up / spin down) (eV): -2.81 / -2.80

```
! RIJCOSX wB97M-V def2-TZVPD def2/J DEFGRID3
* xyz 0 1
Br -0.106 3.281 -0.200
Br -4.668 -0.227 0.139
S -1.803 -0.745 -1.012
N -1.060 0.934 0.955
N -2.228 1.100 1.034
C -0.291 0.188 0.118
C -2.930 0.084 -0.153
H 0.190 -0.778 0.667
H 0.349 0.753 -0.586
*
```

natural (NBO) population analysis, charges in e, atoms 1 to 2: number 1, Br, carries -0.79; number 2, Br, carries 0.33


6.
Formula: C30H34GeN5OPbS4
Source: the Open Molecules 2025 dataset
Level of theory: wB97M-V/def2-TZVPD

Energy above the lowest of the compared OMol25 structures with the same formula, charge and spin (kJ/mol): 88.4
Expectation value of S²: 0.753
HOMO-LUMO gap (spin up / spin down) (eV): 2.1509 / 2.1358
Highest occupied orbital energy (spin up / spin down) (eV): -16.03 / -16.03
LUMO level (spin up / spin down) (eV): -13.88 / -13.89

```
! RIJCOSX wB97M-V def2-TZVPD def2/J DEFGRID3
* xyz 4 2
Pb -1.804 -0.892 -0.492
Ge 4.568 1.296 4.134
S -1.426 -3.244 -2.856
S -4.803 -4.739 -2.584
S -2.813 -0.551 1.847
S -2.545 -3.852 0.323
O 2.035 -0.446 0.455
N -4.042 -0.441 -0.837
N -5.370 -0.920 2.338
N -4.964 -0.756 0.119
N 1.213 0.132 0.068
N -2.195 0.495 -2.586
C 6.259 4.431 7.075
C 6.273 5.817 6.821
C 5.152 5.416 4.720
C 5.735 6.298 5.663
C -4.494 -0.741 1.353
C -4.207 -3.271 -3.414
C -2.967 1.728 -4.947
C 4.568 5.917 3.539
C -1.287 0.990 -3.423
C 5.081 -2.144 1.842
C -4.072 -4.811 0.110
C 4.575 3.160 3.963
C 4.403 0.370 5.807
C 4.682 0.130 2.603
C 5.726 3.554 6.168
C -2.796 -3.401 -4.025
C 4.861 -1.233 2.872
C -4.456 0.125 -1.909
C 5.008 -0.347 0.240
C -3.923 1.209 -4.078
C -3.496 0.604 -2.909
C -5.111 -4.255 -0.884
C -1.495 -4.881 -2.082
C 3.995 5.088 2.602
C -1.629 1.623 -4.612
C 5.149 -1.703 0.529
C 5.152 4.017 4.965
C 4.021 3.711 2.811
C -1.311 -4.832 -0.574
C 4.753 0.555 1.265
H -4.980 1.285 -4.299
H -4.293 -2.425 -2.735
H 4.583 6.988 3.373
H -0.349 -4.393 -0.304
H -5.518 0.324 -2.030
H 3.865 -0.568 5.681
H -3.804 -5.846 -0.110
H -0.857 2.026 -5.252
H -1.317 -5.844 -0.166
H -0.246 0.882 -3.139
H 5.763 2.496 6.392
H -4.913 -3.141 -4.245
H -2.682 -4.337 -4.574
H -5.205 -3.169 -0.822
H 3.550 5.499 1.708
H 5.748 7.358 5.446
H -6.356 -0.933 2.122
H -4.560 -4.817 1.085
H 3.882 1.010 6.518
H -0.742 -5.517 -2.549
H 5.133 0.008 -0.775
H 5.358 -2.407 -0.267
H 5.243 -3.188 2.075
H -3.269 2.207 -5.869
H 4.716 1.612 1.030
H 5.390 0.139 6.216
H -2.683 -2.595 -4.750
H 4.870 -1.597 3.892
H -6.082 -4.708 -0.658
H 6.681 4.057 7.998
H 3.572 3.070 2.062
H 6.716 6.488 7.543
H -5.089 -0.866 3.303
H -2.465 -5.334 -2.319
*
```

Mulliken population analysis, charges in e, atoms 1 to 2: number 1, Pb, carries 0.78; number 2, Ge, carries 0.39


7.
Formula: C49H43BrCl2N7O2Sr
Source: the Open Molecules 2025 dataset
Level of theory: wB97M-V/def2-TZVPD

Energy above the lowest of the compared OMol25 structures with the same formula, charge and spin (kJ/mol): 14.4
HOMO-LUMO gap (eV): 6.5766
Highest occupied orbital energy (eV): -4.60
LUMO level (eV): 1.98

```
! RIJCOSX wB97M-V def2-TZVPD def2/J DEFGRID3
* xyz -1 1
Sr 0.342 1.470 0.524
Br 5.071 1.913 -5.176
Cl -1.787 8.547 2.030
Cl -1.263 5.190 -2.175
O -0.875 2.326 2.589
O -1.019 3.124 -0.096
N 1.917 3.788 1.534
N -1.276 0.210 -1.120
N 1.875 0.181 3.150
N 1.746 -1.937 2.214
N 2.185 2.464 3.452
N 1.296 -2.017 -0.087
N -1.094 -0.600 1.428
C 2.483 1.358 2.845
C -1.266 4.558 1.791
C 3.835 1.812 -3.717
C 3.329 -0.167 1.330
C -1.208 4.283 0.388
C 2.907 2.715 -1.711
C -1.733 -0.127 -3.440
C -2.459 -1.758 -5.689
C 1.390 -4.794 -0.024
C -4.400 -4.291 2.470
C 2.002 1.651 -1.523
C -2.201 -5.420 2.040
C -2.292 -2.955 2.356
C -2.204 -1.408 -3.193
C -1.931 -3.679 -4.202
C -1.278 0.642 -2.379
C 1.057 -2.750 -1.179
C 5.280 1.420 0.209
C -1.534 6.699 0.038
C -4.192 -2.597 -4.106
C -1.444 5.860 2.280
C 1.887 5.007 0.975
C -2.224 -1.834 -1.867
C 4.139 -0.712 0.351
C -1.356 5.435 -0.455
C 2.180 6.175 1.645
C -2.344 -2.587 1.011
C -1.652 -2.087 3.218
C 5.115 0.103 -0.212
C -2.689 -2.347 -4.296
C 2.580 4.832 3.588
C 3.481 1.149 1.732
C 1.612 -2.655 1.056
C -2.901 -4.282 2.798
C 2.533 6.069 2.991
C 2.262 -0.746 2.233
C -2.728 -4.520 4.298
C -1.077 3.514 2.790
C 2.271 3.683 2.831
C 2.984 0.726 -3.620
C -1.580 6.914 1.422
C 3.808 2.822 -2.774
C -1.066 -0.930 2.717
C 1.081 -4.132 -1.212
C 2.096 0.681 -2.543
C -1.741 -1.423 0.585
C -1.759 -1.008 -0.858
C 4.461 1.961 1.192
C 1.656 -4.065 1.110
H -1.119 3.879 3.833
H 2.109 7.130 1.143
H 2.945 3.518 -0.976
H 4.576 2.991 1.506
H 4.016 -1.734 0.021
H 1.895 -4.535 2.055
H -3.235 -3.752 4.887
H 2.838 4.705 4.631
H 1.423 -5.878 0.007
H -4.580 -4.158 1.401
H 1.452 -0.199 -2.503
H -4.842 -5.246 2.770
H 1.600 5.032 -0.073
H -2.594 -6.387 2.370
H -4.918 -3.489 3.001
H 3.016 -0.064 -4.363
H -1.628 7.536 -0.643
H -2.154 -4.211 -3.275
H 4.481 3.668 -2.860
H -1.457 6.023 3.353
H -0.512 -0.265 3.369
H -4.399 -3.040 -3.130
H -2.846 -3.226 0.298
H -1.674 -4.532 4.585
H -1.123 -5.399 2.221
H 6.036 2.038 -0.259
H -1.405 -1.524 -5.858
H -1.680 0.281 -4.439
H -4.753 -1.662 -4.178
H -0.851 -3.516 -4.243
H -2.356 -5.339 0.962
H 2.762 6.959 3.567
H -0.876 1.638 -2.539
H -1.555 -2.295 4.274
H -2.573 -2.829 -1.628
H -3.160 -5.488 4.564
H -2.213 -4.328 -5.036
H -2.770 -2.483 -6.445
H -4.560 -3.281 -4.877
H 5.747 -0.286 -1.001
H -3.041 -0.846 -5.843
H 0.864 -4.669 -2.127
H 0.822 -2.187 -2.079
*
```

Mulliken population analysis, charges in e, atoms 1 to 2: number 1, Sr, carries 1.91; number 2, Br, carries -0.28


8.
Formula: CH2O2P
Source: the Open Molecules 2025 dataset
Level of theory: wB97M-V/def2-TZVPD

Energy above the lowest of the compared OMol25 structures with the same formula, charge and spin (kJ/mol): 221.8
Expectation value of S²: 2.010
HOMO-LUMO gap (spin up / spin down) (eV): 3.7887 / 7.4595
Highest occupied orbital energy (spin up / spin down) (eV): 0.92 / -4.87
LUMO level (spin up / spin down) (eV): 4.71 / 2.59

```
! RIJCOSX wB97M-V def2-TZVPD def2/J DEFGRID3
* xyz -1 3
P -1.140 -0.091 -0.593
O -0.143 -1.081 0.375
O -1.882 0.770 0.378
C 0.578 0.078 -0.018
H 1.750 -0.312 -0.893
H 0.836 0.637 0.752
*
```

natural (NBO) population analysis, charges in e, atoms 1 to 2: number 1, P, carries 1.05; number 2, O, carries -0.87